Computed, not measured: C2H24HfO11 as an isolated structure, with ωB97M-V/def2-TZVPD.

Last column: Löwdin charge in e.
Cartesian coordinates (Å):
1 Hf 1.630 0.865 -1.534  1.849
2 C -0.322 0.836 0.856  -0.083
3 O 0.692 0.241 0.046  -0.377
4 H -0.809 0.073 1.341  0.051
5 H -0.882 1.547 0.309  0.074
6 H 0.198 1.440 1.579  0.081
7 C -1.315 -0.088 -2.366  -0.118
8 O 0.054 0.074 -2.388  -0.400
9 H -1.572 -1.054 -1.960  0.096
10 H -1.633 0.136 -3.352  0.098
11 H -1.697 0.731 -1.747  0.055
12 O 2.229 2.327 0.201  -0.094
13 H 3.003 2.940 0.247  0.136
14 H 2.116 2.129 1.138  0.033
15 O -3.945 0.442 -0.092  -0.019
16 H -4.501 0.688 -0.821  0.062
17 H -3.028 0.588 -0.345  -0.002
18 O -2.919 -1.433 1.825  -0.052
19 H -3.439 -0.965 1.129  0.023
20 H -2.978 -0.896 2.608  0.050
21 O 0.605 -2.099 2.047  -0.003
22 H 0.395 -2.813 1.461  0.023
23 H 0.365 -1.341 1.555  -0.046
24 O -1.758 -3.058 -0.278  -0.025
25 H -2.452 -3.672 -0.104  0.047
26 H -1.853 -2.286 0.245  -0.036
27 O 2.509 1.495 2.912  -0.019
28 H 3.445 1.540 2.734  0.054
29 H 2.278 0.855 3.596  0.090
30 O 1.606 -2.258 -1.218  -0.076
31 H 1.031 -2.659 -1.898  0.076
32 H 1.654 -2.840 -0.438  0.061
33 O 0.358 2.578 -1.838  -0.053
34 H -0.529 2.400 -2.112  0.084
35 H 0.721 3.391 -2.306  0.172
36 O 3.268 0.003 -0.544  -0.053
37 H 4.125 0.381 -0.830  0.140
38 H 3.364 -0.236 0.355  0.100

Its strongest force on any atom is 6.939 eV Å⁻¹. Its HOMO energy is -0.596 hartree. The HOMO-LUMO gap comes out at 7.41 eV. The net charge is +2. The calculation puts the energy relative to the best compared isomer or geometry (same formula, charge and spin) at 139.95 kJ/mol. For the total energy, the calculation gives -965.693535 Eh.

***

Computed, not measured: a 11-piece molecular cluster, C2H24N2O12 overall, with ωB97M-V/def2-TZVPD.

Last column: Löwdin charge in e.
Cartesian coordinates (Å):
1 N 1.823 0.424 -0.755  0.191
2 C 0.484 0.393 -0.970  -0.559
3 O -0.391 -0.258 -0.419  -0.013
4 N -0.146 1.450 -1.795  0.133
5 C 0.629 2.346 -2.513  -0.319
6 O 1.795 2.221 -2.770  0.011
7 H 2.313 1.167 -1.301  0.103
8 H 2.411 -0.351 -0.466  0.116
9 H -1.055 1.607 -1.265  0.142
10 H 0.224 3.216 -3.115  0.150
11 O 0.892 -1.192 -2.750  -0.019
12 H 1.007 -0.518 -3.382  0.033
13 H 0.265 -1.839 -3.071  0.061
14 O 2.235 3.261 1.899  -0.061
15 H 1.484 2.657 1.937  0.016
16 H 3.045 2.754 1.986  0.027
17 O -0.291 -0.976 4.288  -0.038
18 H -0.834 -1.535 3.736  0.035
19 H 0.551 -0.691 3.893  0.028
20 O 0.957 -0.221 1.706  -0.048
21 H -0.034 -0.178 1.545  0.046
22 H 1.216 -0.576 2.511  -0.022
23 O 1.472 -3.312 -0.946  -0.050
24 H 1.345 -2.507 -0.398  0.039
25 H 2.127 -3.041 -1.542  0.010
26 O -1.429 3.232 -0.032  -0.025
27 H -1.509 2.403 0.342  -0.030
28 H -1.832 3.966 0.459  0.074
29 O -2.841 -2.453 -2.142  -0.052
30 H -2.226 -1.688 -2.031  0.040
31 H -2.285 -3.177 -1.893  0.009
32 O -1.728 1.345 2.886  -0.087
33 H -2.010 0.424 2.492  0.041
34 H -1.240 1.111 3.639  -0.026
35 O -2.315 -0.962 1.348  -0.054
36 H -1.779 -1.673 0.952  0.025
37 H -3.122 -0.969 0.848  0.054
38 O -0.293 -3.428 0.857  -0.047
39 H -0.238 -3.752 -0.048  0.023
40 H -0.800 -4.088 1.323  0.048

Its strongest force on any atom is 3.826 eV Å⁻¹. Its HOMO energy is -0.371 hartree. The HOMO-LUMO gap comes out at 10.09 eV. The calculation puts the energy relative to the best compared isomer or geometry (same formula, charge and spin) at 252.24 kJ/mol. Its SMILES is NC(=O)NC=O.O.O.O.O.O.O.O.O.O.O. For the total energy, the calculation gives -1102.962901 Eh.

***

Computed, not measured: a 10-piece molecular cluster, C2H25N2O9 overall, with ωB97M-V/def2-TZVPD.

Last column: Löwdin charge in e.
Cartesian coordinates (Å):
1 C 0.636 1.322 -0.130  -0.131
2 C 1.358 1.552 0.959  -0.183
3 N 2.701 1.173 1.129  0.065
4 N -0.788 1.574 -0.276  0.146
5 H 1.046 0.624 -0.885  0.117
6 H 0.946 2.150 1.787  0.128
7 H 2.937 1.449 2.066  0.096
8 H 3.224 0.659 0.397  0.097
9 H -1.316 0.790 0.097  0.095
10 H -1.025 1.671 -1.318  0.136
11 H -0.971 2.454 0.236  0.152
12 H -2.277 2.135 2.419  0.083
13 H -1.248 0.951 2.264  -0.065
14 O -1.378 1.911 2.110  -0.105
15 H -1.399 -0.803 -3.826  0.085
16 H -1.944 -1.011 -2.386  0.030
17 O -1.112 -0.871 -2.906  -0.078
18 H 1.321 -3.137 -2.666  0.068
19 H 0.267 -2.033 -2.548  0.013
20 O 1.128 -2.320 -2.193  -0.055
21 H -0.376 0.258 4.058  0.114
22 H 0.097 -0.486 2.784  0.034
23 O -0.593 0.108 3.131  -0.050
24 H 2.161 -1.585 -0.965  0.009
25 H 3.555 -1.590 -0.568  0.084
26 O 2.751 -1.079 -0.371  -0.086
27 H -3.502 -1.893 -1.091  0.078
28 H -2.187 -1.402 -0.359  0.017
29 O -2.893 -1.153 -0.990  -0.052
30 H 1.925 -1.035 1.489  0.014
31 H 1.991 -2.228 2.505  0.079
32 O 1.409 -1.562 2.123  -0.050
33 H -0.558 -1.689 1.030  0.074
34 H -1.747 -1.052 1.900  0.094
35 O -1.252 -1.019 1.068  -0.053
36 H -0.837 0.850 -3.267  -0.002
37 H -0.576 2.417 -3.389  0.061
38 O -1.244 1.732 -3.283  -0.060

Its strongest force on any atom is 3.593 eV Å⁻¹. Its HOMO energy is -0.427 hartree. The HOMO-LUMO gap comes out at 9.14 eV. The net charge is +1. The calculation puts the energy relative to the best compared isomer or geometry (same formula, charge and spin) at 250.03 kJ/mol. For the total energy, the calculation gives -877.636290 Eh.

***

Computed, not measured: C2H26MnO18 as an isolated structure, with ωB97M-V/def2-TZVPD.

Last column: Löwdin charge in e.
Cartesian coordinates (Å):
1 Mn -6.302 5.184 6.023  1.220
2 C -4.867 7.607 5.112  -0.689
3 O -5.127 8.813 5.430  -0.060
4 O -4.537 7.290 3.846  0.135
5 O -4.925 6.662 5.854  -0.045
6 H -4.374 8.016 3.225  0.054
7 C -5.441 3.721 4.136  -0.818
8 O -4.877 3.869 5.213  -0.047
9 O -5.075 2.744 3.309  0.173
10 O -6.327 4.546 3.787  -0.016
11 H -4.364 2.244 3.686  0.119
12 O -2.666 9.340 7.258  -0.052
13 H -2.634 9.679 6.368  -0.010
14 H -1.807 9.685 7.622  0.099
15 O -2.583 6.582 7.293  -0.056
16 H -3.305 6.446 6.701  -0.035
17 H -2.408 7.486 7.573  -0.004
18 O -2.342 5.093 4.356  -0.005
19 H -2.643 4.416 4.917  -0.004
20 H -3.090 5.461 3.928  -0.017
21 O -4.323 5.599 1.124  -0.019
22 H -4.610 6.259 0.511  -0.011
23 H -4.858 5.632 1.879  -0.026
24 O -5.294 8.334 8.219  -0.048
25 H -5.133 9.259 8.467  0.076
26 H -5.046 8.389 7.291  -0.010
27 O -2.860 10.418 4.723  0.002
28 H -3.523 9.784 4.830  -0.031
29 H -3.112 10.997 4.036  0.027
30 O -7.666 8.749 6.344  -0.016
31 H -7.902 8.798 7.256  0.025
32 H -6.823 9.127 6.267  -0.040
33 O -4.092 9.280 2.229  0.025
34 H -3.320 8.842 2.052  0.049
35 H -3.835 10.175 2.139  0.076
36 O -5.603 8.114 0.224  -0.047
37 H -5.578 8.477 1.102  -0.022
38 H -4.772 8.275 -0.230  0.042
39 O -6.957 10.068 2.019  -0.040
40 H -6.165 10.299 2.491  -0.017
41 H -7.564 9.761 2.716  0.062
42 O -7.049 6.203 7.825  -0.046
43 H -6.521 6.948 8.084  0.006
44 H -7.657 6.066 8.562  0.097
45 O -5.860 11.162 4.834  -0.056
46 H -5.071 11.738 5.034  0.067
47 H -5.596 10.270 4.968  -0.070

Its strongest force on any atom is 5.062 eV Å⁻¹. Its HOMO energy (alpha / beta) is -0.368 / -0.368 hartree. As for the spin multiplicity: 6. The HOMO-LUMO gap (alpha / beta) comes out at 9.03 / 8.58 eV. The calculation puts the energy relative to the best compared isomer or geometry (same formula, charge and spin) at 38.13 kJ/mol. For the total energy, the calculation gives -2597.212457 Eh.

***

Computed, not measured: a 11-piece molecular cluster, C2H27NO11 overall, with ωB97M-V/def2-TZVPD.

Last column: Löwdin charge in e.
Cartesian coordinates (Å):
1 C 2.292 1.107 -1.651  -0.089
2 N 1.052 0.537 -1.115  -0.113
3 C 0.809 0.876 0.280  -0.244
4 O 0.658 -0.269 1.103  -0.118
5 H 2.229 2.189 -1.511  0.085
6 H 2.424 0.861 -2.706  0.084
7 H 3.187 0.793 -1.104  0.079
8 H 1.039 -0.467 -1.255  0.105
9 H 1.594 1.457 0.769  0.133
10 H -0.101 1.483 0.368  0.109
11 H 0.145 -0.991 0.654  0.060
12 O 2.045 -3.446 -0.693  -0.069
13 H 2.092 -4.392 -0.518  0.061
14 H 2.496 -2.986 0.054  0.008
15 O -1.235 0.859 -2.304  -0.078
16 H -1.523 1.735 -2.585  0.069
17 H -0.265 0.930 -2.121  0.013
18 O -1.440 0.759 2.571  -0.098
19 H -0.628 0.300 2.249  0.025
20 H -2.117 0.577 1.864  0.009
21 O 2.768 -2.012 1.427  -0.062
22 H 2.025 -1.361 1.415  0.030
23 H 3.550 -1.500 1.685  0.070
24 O -0.390 -2.254 -0.311  -0.091
25 H -0.763 -2.142 -1.227  0.045
26 H 0.395 -2.826 -0.509  0.043
27 O -2.881 -2.452 0.834  -0.051
28 H -2.766 -2.667 1.758  0.058
29 H -1.983 -2.516 0.438  0.016
30 O -1.392 -1.787 -2.849  -0.052
31 H -1.415 -0.817 -2.737  0.001
32 H -0.895 -1.942 -3.656  0.061
33 O 0.645 4.051 0.593  -0.100
34 H -0.033 3.858 1.290  -0.014
35 H 0.612 4.999 0.461  0.022
36 O -1.167 3.455 2.485  -0.083
37 H -1.034 3.664 3.414  0.055
38 H -1.313 2.463 2.459  0.020
39 O -3.002 0.227 0.517  -0.061
40 H -2.606 0.401 -0.357  0.044
41 H -3.106 -0.753 0.522  0.017

Its strongest force on any atom is 1.204 eV Å⁻¹. Its HOMO energy is -0.361 hartree. The HOMO-LUMO gap comes out at 10.13 eV. The calculation puts the energy relative to the best compared isomer or geometry (same formula, charge and spin) at 0.00 kJ/mol. Its SMILES is CNCO.O.O.O.O.O.O.O.O.O.O. For the total energy, the calculation gives -974.837259 Eh.

***

Computed, not measured: a 12-piece molecular cluster, C2H27NO12 overall, with ωB97M-V/def2-TZVPD.

Last column: Löwdin charge in e.
Cartesian coordinates (Å):
1 C 1.166 1.561 -0.591  -0.047
2 N 0.176 0.552 -0.199  0.059
3 C -0.886 0.864 0.524  -0.354
4 O -1.863 0.151 0.794  -0.032
5 H 2.151 1.306 -0.196  0.055
6 H 0.955 2.588 -0.309  0.086
7 H 1.230 1.555 -1.676  0.095
8 H 0.392 -0.345 -0.606  0.120
9 H -0.988 1.944 0.668  0.130
10 O -1.613 -1.144 -3.366  -0.059
11 H -2.011 -0.373 -2.936  0.007
12 H -2.121 -1.904 -3.073  0.042
13 O 0.973 -1.752 -2.704  -0.085
14 H 0.116 -1.551 -3.153  0.010
15 H 1.641 -2.005 -3.353  0.048
16 O -1.614 3.195 -1.521  -0.021
17 H -2.124 3.997 -1.629  0.064
18 H -1.153 3.138 -0.693  0.000
19 O 4.251 1.195 -0.453  -0.042
20 H 4.607 1.010 0.411  0.024
21 H 4.163 0.424 -1.000  0.039
22 O 1.150 -0.525 2.784  -0.073
23 H 1.730 -1.003 3.397  0.066
24 H 0.496 -1.251 2.765  0.011
25 O -0.122 -3.179 -0.585  -0.052
26 H -0.082 -2.329 -1.044  -0.028
27 H -0.258 -2.946 0.342  0.007
28 O -3.264 -2.066 -1.131  -0.051
29 H -3.994 -1.483 -1.373  0.048
30 H -2.441 -1.614 -0.950  -0.012
31 O -0.988 -2.115 2.365  -0.057
32 H -1.882 -2.374 2.628  0.081
33 H -1.251 -1.316 1.877  0.009
34 O 3.786 0.626 3.021  -0.081
35 H 3.213 1.353 2.697  0.002
36 H 3.568 -0.085 2.406  0.019
37 O 1.548 2.174 2.951  -0.077
38 H 1.760 2.787 3.666  0.060
39 H 1.265 1.315 3.317  0.020
40 O -3.049 0.649 -1.839  -0.068
41 H -2.640 0.493 -0.959  0.013
42 H -2.770 1.577 -1.844  0.025

Its strongest force on any atom is 1.531 eV Å⁻¹. Its HOMO energy is -0.389 hartree. The HOMO-LUMO gap comes out at 10.73 eV. The calculation puts the energy relative to the best compared isomer or geometry (same formula, charge and spin) at 12.94 kJ/mol. Its SMILES is CNC=O.O.O.O.O.O.O.O.O.O.O.O. For the total energy, the calculation gives -1050.039161 Eh.

***

Computed, not measured: a 13-piece molecular cluster, C2H27O14 overall, with ωB97M-V/def2-TZVPD.

Last column: Löwdin charge in e.
Cartesian coordinates (Å):
1 C 1.254 -0.508 1.326  -0.036
2 C 0.537 -0.101 0.078  -0.825
3 O -0.376 0.708 -0.062  -0.089
4 O 0.999 -0.556 -1.022  -0.148
5 H 2.301 -0.472 1.025  0.062
6 H 0.929 -1.502 1.634  0.068
7 H 0.961 0.194 2.107  0.064
8 O -5.336 2.062 -1.709  -0.056
9 H -4.450 2.327 -1.955  0.031
10 H -5.803 2.886 -1.571  0.026
11 O -2.769 -2.342 2.190  -0.052
12 H -1.987 -1.973 2.600  0.024
13 H -3.137 -1.619 1.681  0.023
14 O -0.005 -4.714 -1.592  -0.056
15 H -0.940 -4.898 -1.681  0.025
16 H 0.063 -3.764 -1.689  0.021
17 O -0.665 1.763 -4.144  -0.061
18 H -0.348 1.568 -3.262  0.022
19 H 0.123 1.989 -4.638  0.021
20 O 0.174 -6.154 3.236  -0.049
21 H 0.881 -5.632 3.615  0.027
22 H -0.282 -6.525 3.991  0.023
23 O -2.839 -1.621 -2.463  -0.055
24 H -3.415 -0.864 -2.352  0.019
25 H -1.954 -1.255 -2.433  0.023
26 O 5.449 -0.434 -1.310  -0.058
27 H 5.247 -0.174 -2.209  0.027
28 H 4.653 -0.232 -0.818  0.021
29 O -0.214 4.864 0.494  -0.052
30 H -0.428 3.978 0.200  0.026
31 H -1.064 5.290 0.607  0.028
32 O -0.800 4.061 3.998  -0.060
33 H -1.575 3.666 3.600  0.008
34 H -0.145 4.061 3.300  0.019
35 O -3.531 2.510 1.927  -0.052
36 H -2.974 1.908 1.434  0.024
37 H -4.328 2.011 2.102  0.029
38 O 3.076 -1.885 -4.381  -0.055
39 H 2.461 -1.502 -3.756  0.025
40 H 2.897 -1.429 -5.203  0.021
41 O 5.679 1.685 2.649  -0.054
42 H 6.269 0.934 2.724  0.027
43 H 5.414 1.691 1.730  0.025

Its strongest force on any atom is 4.493 eV Å⁻¹. Its HOMO energy is -0.169 hartree. The HOMO-LUMO gap comes out at 6.89 eV. The net charge is -1. The calculation puts the energy relative to the best compared isomer or geometry (same formula, charge and spin) at 274.20 kJ/mol. For the total energy, the calculation gives -1145.802431 Eh.

***

Computed, not measured: C2H29HfO15 as an isolated structure, with ωB97M-V/def2-TZVPD.

Last column: Löwdin charge in e.
Cartesian coordinates (Å):
1 Hf -7.427 -10.541 -7.623  1.987
2 C -9.946 -8.521 -5.197  0.046
3 C -9.225 -9.352 -6.314  -0.467
4 O -7.916 -9.089 -6.385  -0.182
5 O -9.672 -10.305 -7.054  -0.064
6 H -9.386 -7.567 -5.003  0.110
7 H -9.919 -9.197 -4.349  0.088
8 H -10.960 -8.151 -5.336  0.064
9 O -13.860 -8.772 -4.767  -0.036
10 H -14.608 -9.001 -4.200  0.075
11 H -13.170 -8.434 -4.188  0.039
12 O -5.340 -10.909 -8.185  -0.078
13 H -4.760 -10.409 -8.793  0.082
14 H -5.046 -11.855 -8.170  0.143
15 O -11.570 -12.797 -6.247  -0.112
16 H -12.485 -11.710 -6.214  0.187
17 H -12.180 -13.485 -5.692  0.160
18 O -12.651 -10.605 -1.818  -0.063
19 H -12.123 -11.411 -1.743  0.020
20 H -12.784 -10.237 -0.936  0.055
21 O -7.423 -12.498 -7.278  -0.345
22 H -10.629 -12.925 -5.607  0.220
23 H -7.773 -13.203 -6.659  0.085
24 O -8.286 -8.410 -2.674  -0.058
25 H -7.613 -9.055 -2.929  0.038
26 H -8.325 -8.564 -1.712  0.069
27 O -6.969 -8.333 -8.484  -0.123
28 H -7.034 -8.033 -9.449  0.142
29 H -6.724 -7.571 -7.915  0.039
30 O -8.282 -10.198 -10.161  -0.051
31 H -8.983 -9.545 -10.135  0.074
32 H -8.614 -10.829 -10.840  0.125
33 O -11.571 -5.844 -4.943  -0.079
34 H -11.727 -5.510 -4.029  0.072
35 H -11.008 -5.116 -5.298  0.068
36 O -3.806 -8.927 -10.058  -0.008
37 H -2.910 -8.692 -9.917  0.050
38 H -3.842 -9.288 -10.931  0.052
39 O -6.551 -6.195 -6.743  -0.027
40 H -6.574 -5.346 -7.193  0.079
41 H -5.804 -6.196 -6.122  0.088
42 O -12.125 -14.229 -3.258  -0.059
43 H -11.337 -13.934 -2.757  0.053
44 H -12.844 -13.576 -3.100  0.057
45 O -13.127 -10.868 -6.848  0.134
46 H -13.501 -10.182 -6.241  0.112
47 H -12.761 -10.723 -7.728  0.139

Its strongest force on any atom is 5.611 eV Å⁻¹. Its HOMO energy is -0.673 hartree. The HOMO-LUMO gap comes out at 8.14 eV. The net charge is +3. For the total energy, the calculation gives -1269.344242 Eh.